Formula: C17H31CoF3O2P2
Source: OMol25
Level of theory: ωB97M-V/def2-TZVPD

```
56
Properties=species:S:1:pos:R:3:nbo_charge:R:1
P 0.1950 -1.4817 -1.7067 0.836
P -0.0927 1.6003 -1.6050 0.820
C -0.1733 -0.6026 -3.3058 -0.717
C 0.3646 0.8360 -3.2399 -0.712
H -1.2651 -0.5916 -3.4098 0.230
H 0.2347 -1.1471 -4.1656 0.240
H 1.4605 0.8302 -3.2848 0.228
H 0.0033 1.4411 -4.0799 0.243
C -1.7396 2.3492 -1.9383 -0.934
H -2.0104 2.9870 -1.0919 0.265
H -2.4881 1.5556 -2.0135 0.238
H -1.7410 2.9438 -2.8586 0.228
C 0.9881 3.0815 -1.5184 -0.933
H 0.9464 3.6759 -2.4376 0.229
H 2.0173 2.7619 -1.3339 0.241
H 0.6675 3.6977 -0.6734 0.262
C -0.8800 -2.9673 -1.7892 -0.932
H -0.6474 -3.6881 -0.9978 0.257
H -0.7577 -3.4424 -2.7663 0.226
H -1.9222 -2.6491 -1.6947 0.243
C 1.8627 -2.2015 -1.9980 -0.939
H 2.6109 -1.4049 -1.9621 0.239
H 1.9232 -2.7190 -2.9620 0.229
H 2.0841 -2.9064 -1.1915 0.254
Co 0.0000 0.0000 0.0000 1.131
C 0.5758 1.7646 -7.2788 -0.195
C -0.7390 1.8062 -7.0325 -0.177
C -1.8625 0.9851 -7.6089 -0.434
C -1.4855 -0.3358 -8.3155 -0.445
C -0.7636 -1.3055 -7.4110 -0.193
C 0.5405 -1.3657 -7.1163 -0.179
C 1.6848 -0.5087 -7.5906 -0.434
C 1.3343 0.8584 -8.2185 -0.445
C 0.0396 -1.4903 1.5039 -1.214
H 1.1977 2.4549 -6.7086 0.200
H -1.0707 2.5440 -6.3007 0.197
H -2.4395 1.6094 -8.3092 0.222
H -2.5566 0.7529 -6.7889 0.209
H -2.4168 -0.8049 -8.6541 0.218
H -0.9091 -0.1260 -9.2184 0.209
H -1.4067 -2.0325 -6.9147 0.200
H 0.8438 -2.1522 -6.4241 0.195
H 2.2893 -1.0842 -8.3092 0.222
H 2.3461 -0.3348 -6.7301 0.207
H 2.2778 1.3485 -8.4865 0.218
H 0.7946 0.7123 -9.1560 0.210
H 0.7032 -1.1851 2.3205 0.212
H 0.3571 -2.4825 1.1579 0.168
H -0.9750 -1.5865 1.9145 0.207
F 1.3183 2.2470 4.2065 -0.308
C 0.9493 1.2853 3.2815 0.899
F 2.0496 0.9613 2.5142 -0.326
F 0.5038 0.1956 4.0054 -0.313
C -0.1549 1.8134 2.4205 0.648
O -0.7900 2.8780 2.8486 -0.608
O -0.5403 1.3172 1.2500 -0.839
```

For the HOMO energy (alpha / beta), the calculation gives -6.371 / -8.149 eV. Its total charge is 0. The energy relative to the best compared isomer or geometry (same formula, charge and spin) comes out at 0.0 kJ/mol. As for the spin multiplicity: 4.

***

Formula: C23H23Co2N2O7
Source: OMol25
Level of theory: ωB97M-V/def2-TZVPD

```
57
Properties=species:S:1:pos:R:3:nbo_charge:R:1
O -2.8062 0.5968 0.0001 -0.597
C -1.6333 0.2905 -0.1365 0.297
Co -0.6231 -1.2506 0.1775 0.038
C -0.7171 1.1525 -0.9852 0.596
O -0.6859 1.1737 -2.1984 -0.610
C -1.1733 -1.7023 1.7326 0.508
O -1.5813 -1.9052 2.7986 -0.562
C 0.1716 -2.3662 -1.3476 -0.267
C -0.9928 -3.0378 -1.9005 0.022
C -1.6718 -3.9197 -1.0348 -0.214
C -2.8464 -4.5246 -1.4367 -0.208
C -3.3521 -4.2823 -2.7158 -0.245
C -2.6542 -3.4491 -3.5998 -0.213
C -1.4860 -2.8141 -3.2098 -0.238
C 1.1575 -1.4626 -1.2124 -0.305
C 1.8379 -0.2042 -1.2221 -0.190
Co 1.7879 -3.0868 -0.6039 -0.120
C 1.6511 -3.2378 1.1716 0.417
O 1.6270 -3.3761 2.3297 -0.584
C 3.5361 -2.9089 -0.7400 0.476
O 4.6987 -2.8798 -0.7848 -0.589
C 1.7967 -4.6625 -1.3791 0.504
O 1.7980 -5.7015 -1.8829 -0.559
H -1.2596 -4.0882 -0.0335 0.233
H -3.3539 -5.1798 -0.7247 0.204
H -4.2929 -4.7475 -3.0173 0.199
H -3.0354 -3.2863 -4.6142 0.202
H -0.9382 -2.1468 -3.8792 0.219
H 2.9143 -0.2789 -1.4472 0.209
H 1.4050 0.6421 -1.7532 0.236
C -2.6541 5.7220 0.2036 -0.604
C -1.4562 5.0003 0.7747 -0.417
C -1.8573 3.8142 1.6293 -0.204
N -0.6991 2.8725 1.8831 -0.607
C 0.0151 2.2245 0.9939 0.399
C 1.0609 1.3003 1.4492 -0.102
C 2.2168 1.9717 2.2565 -0.415
C 3.5228 1.2513 1.8842 -0.427
C 3.2196 0.2856 0.7593 -0.224
N 1.7610 0.3198 0.4382 -0.533
O -0.3017 2.3498 -0.3054 -0.515
H -2.3173 6.5949 -0.3520 0.207
H -3.1998 5.0738 -0.4843 0.216
H -3.3462 6.0226 0.9954 0.194
H -0.8085 4.6426 -0.0239 0.227
H -0.8436 5.6701 1.3821 0.186
H -2.1541 4.1900 2.6208 0.192
H -2.6939 3.2199 1.2154 0.222
H -0.4767 2.6964 2.8654 0.395
H 0.5517 0.6303 2.1962 0.186
H 2.2921 3.0492 2.0187 0.212
H 2.0277 1.8468 3.3409 0.214
H 4.3058 1.9401 1.5283 0.211
H 3.9525 0.6854 2.7154 0.215
H 3.7394 0.6203 -0.1338 0.194
H 3.5027 -0.7567 0.9263 0.234
H 1.3619 -0.5940 0.8718 0.483
```

For the HOMO energy, the calculation gives -1.701 eV. Its total charge is -1. As for the spin multiplicity: 1.

***

Formula: C2H4Li2O
Source: OMol25
Level of theory: ωB97M-V/def2-TZVPD

```
9
Properties=species:S:1:pos:R:3:nbo_charge:R:1
O -1.6147 1.1548 -0.4193 -0.974
Li -1.5647 -0.2649 0.7056 0.956
Li -1.7158 2.9508 -0.3531 0.984
C 0.6379 -0.1751 -0.4836 -0.402
C 0.8862 -1.0667 0.5164 -0.445
H 1.0390 0.8378 -0.3606 0.216
H 0.3218 -0.5640 -1.4574 0.230
H 1.2911 -0.7352 1.4766 0.215
H 0.7193 -2.1375 0.3753 0.220
```

For the HOMO energy (alpha / beta), the calculation gives -14.280 / -14.328 eV. Its total charge is +1. The energy relative to the best compared isomer or geometry (same formula, charge and spin) comes out at 0.0 kJ/mol. As for the spin multiplicity: 2.

***

Formula: C8H15NO4
Source: OMol25
Level of theory: ωB97M-V/def2-TZVPD

```
28
Properties=species:S:1:pos:R:3:nbo_charge:R:1
O 1.8580 1.4473 -1.2308 -0.639
O 1.3580 0.5912 -3.8191 -0.734
O -2.0119 -0.0857 0.5340 -0.718
O 1.2844 0.9384 0.9751 -0.501
C 1.0957 0.9553 -0.3988 0.911
N -0.0953 0.1849 -0.7361 -0.513
C -0.2943 -1.8918 0.3942 -0.646
C -0.6494 1.7330 2.0249 -0.623
C 0.4403 -0.4311 2.8292 -0.641
C 0.7005 -0.5173 -3.1356 -0.071
C -0.4712 -0.0138 -2.1414 -0.254
C -0.6408 -0.3695 0.4724 0.412
C 0.1452 0.4580 1.6160 0.256
H 1.5968 1.2627 -3.1512 0.498
H -2.2889 0.2366 -0.2994 0.480
H -0.9451 -2.3389 -0.3502 0.217
H -0.5669 -2.2615 1.3595 0.215
H 0.7158 -2.1341 0.1590 0.223
H -1.5506 1.3609 2.6105 0.221
H -0.0379 2.4676 2.5980 0.227
H -0.9688 2.1734 1.1213 0.213
H 0.7894 -1.4509 2.6671 0.223
H 1.2155 0.1657 3.2891 0.229
H -0.4782 -0.4368 3.4709 0.226
H 0.4643 -1.2559 -3.8869 0.196
H 1.4051 -1.0823 -2.4816 0.163
H -0.8241 1.0559 -2.3921 0.220
H -1.2457 -0.7613 -2.0981 0.210
```

Its SMILES is CC1(C)OC(=O)N(CCO)[C@]1(C)O. For the HOMO energy, the calculation gives -9.516 eV. Its total charge is 0. The energy relative to the best compared isomer or geometry (same formula, charge and spin) comes out at 105.0 kJ/mol. As for the spin multiplicity: 1.

***

Number 1: M 445.31 g mol⁻¹. Number 2: M 557.31 g mol⁻¹. Number 3: M 57.93 g mol⁻¹. Number 4: M 189.21 g mol⁻¹.